No. 1
{"formula": "C4H29N3O10", "method": "ωB97M-V with the def2-TZVPD basis set", "relative_energy_ev": 4.693, "homo_ev": -8.707, "lumo_energy_ev": 0.10, "total_charge": 0, "orbital_gap_ha": 0.3235, "symbols": ["C", "C", "C", "N", "N", "C", "N", "O", "H", "H", "H", "H", "H", "H", "H", "H", "H", "H", "H", "H", "H", "O", "H", "H", "O", "H", "H", "O", "H", "H", "O", "H", "H", "O", "H", "H", "O", "H", "H", "O", "H", "H", "O", "H", "H", "O"], "xyz": [[1.57417, 0.60582, -0.22382], [1.18030, 2.06031, -0.41104], [0.48436, 2.55718, -1.78027], [-0.76386, 1.94922, -1.95986], [0.58929, -0.38727, 0.34674], [0.34056, -0.51992, 1.74370], [1.33087, -0.35743, 2.73166], [-0.77593, -0.90606, 1.96838], [1.81387, 0.17676, -1.17605], [2.53560, 0.48079, 0.37271], [2.09315, 2.72818, -0.37698], [0.45214, 2.34618, 0.41294], [0.32045, 3.61898, -1.78077], [1.11813, 2.16541, -2.53454], [-1.29124, 2.05345, -1.07497], [-0.70221, 0.82176, -2.16595], [-0.36026, -0.12976, -0.07763], [2.20382, -0.48475, 2.43218], [0.86621, -0.38347, 3.68708], [-2.57958, -2.96462, -1.06587], [-1.22054, -2.35239, -1.48574], [-2.20002, -2.36355, -1.65932], [3.35377, -2.57773, -2.01477], [1.95634, -3.27133, -2.50415], [2.82921, -2.79483, -2.71773], [-0.55499, -0.85388, -3.87484], [0.77856, -0.73338, -3.26812], [-0.11315, -0.71358, -3.03259], [-1.68147, 2.62961, 1.16833], [-1.95218, 3.90001, 0.30365], [-1.42236, 3.58179, 0.88029], [0.90124, -4.22318, 2.70991], [1.83120, -2.93960, 2.72038], [1.67342, -3.78562, 2.24448], [-1.34330, 2.37706, 4.34423], [-0.11155, 1.69680, 3.66170], [-0.46689, 2.07009, 4.33575], [0.78426, -2.27094, -1.24488], [0.94061, -2.75604, 0.12044], [0.87276, -3.07545, -0.83191], [-2.10759, 0.51678, 2.10825], [-2.42369, 1.12934, 0.69019], [-2.48674, 1.32849, 1.62813], [-3.54673, 0.18566, -1.08563], [-2.12659, -0.26523, -1.48432], [-2.59346, 0.13035, -0.77935]], "nbo_charge": [-0.23, -0.47, -0.20, -0.87, -0.69, 0.79, -0.88, -0.67, 0.19, 0.19, 0.21, 0.23, 0.20, 0.17, 0.35, 0.36, 0.41, 0.40, 0.44, 0.48, 0.49, -0.97, 0.47, 0.51, -0.98, 0.49, 0.49, -0.95, 0.49, 0.45, -0.98, 0.48, 0.47, -0.95, 0.49, 0.46, -0.95, 0.46, 0.50, -0.96, 0.51, 0.50, -0.98, 0.50, 0.50, -0.97]}

=====

No. 2
{"formula": "C4H29NO11", "method": "ωB97M-V with the def2-TZVPD basis set", "relative_energy_ev": 2.073, "homo_ev": -8.805, "lumo_energy_ev": 0.26, "total_charge": 0, "orbital_gap_ha": 0.3333, "symbols": ["O", "C", "C", "C", "C", "N", "H", "H", "H", "H", "H", "H", "H", "H", "H", "H", "H", "O", "H", "H", "O", "H", "H", "O", "H", "H", "O", "H", "H", "O", "H", "H", "O", "H", "H", "O", "H", "H", "O", "H", "H", "O", "H", "H", "O"], "xyz": [[-2.35255, 1.10857, -1.29477], [-2.54583, 0.45081, -0.28622], [-2.13960, 1.19420, 0.99013], [-0.61371, 1.01083, 1.08255], [0.06403, 1.24780, 2.44241], [-2.77535, 0.67343, 2.17771], [-3.02108, -0.52420, -0.30336], [-2.35438, 2.24539, 0.82359], [0.03290, 1.53002, 0.37576], [-0.39780, -0.05969, 0.94625], [0.14047, 2.34086, 2.53332], [-0.47395, 0.89393, 3.32157], [1.08898, 0.89653, 2.50920], [-2.63747, -0.29386, 2.39521], [-3.61574, 1.10289, 2.51117], [-1.75594, 4.55868, 0.70422], [-0.57283, 5.38590, 0.33928], [-0.80369, 4.48081, 0.57707], [3.63509, -2.43035, 1.17098], [2.46143, -2.90410, 0.20686], [3.04293, -2.15222, 0.47294], [1.07329, -2.77678, 3.09888], [0.04255, -1.73587, 2.66071], [0.12941, -2.59876, 3.08099], [3.73742, -0.01415, -1.47551], [2.71633, -0.76612, -0.62266], [2.85725, 0.07879, -1.09812], [2.66369, 2.41686, 0.52794], [2.44138, 3.26426, -0.69538], [2.60702, 3.33697, 0.24990], [-1.30642, -2.66423, 0.76139], [-0.76698, -1.75528, -0.25540], [-1.60888, -1.94395, 0.18695], [0.30900, -2.36490, -2.35163], [-1.14752, -2.88056, -2.00487], [-0.21733, -3.11514, -1.98982], [1.85348, -5.02027, -0.78980], [0.91849, -3.81509, -1.01016], [1.55526, -4.21150, -0.36474], [-1.14692, 1.86713, -2.31493], [-0.50803, 3.25921, -2.34449], [-0.47075, 2.40035, -2.76758], [1.52236, -0.27408, -2.20850], [0.56271, -0.17095, -3.40370], [0.85202, -0.78456, -2.72043]], "nbo_charge": [-0.61, 0.46, -0.15, -0.41, -0.62, -0.87, 0.17, 0.21, 0.24, 0.18, 0.22, 0.21, 0.20, 0.38, 0.38, 0.46, 0.47, -0.93, 0.48, 0.51, -1.01, 0.47, 0.47, -0.94, 0.48, 0.51, -0.98, 0.47, 0.47, -0.94, 0.49, 0.48, -0.96, 0.52, 0.50, -1.01, 0.48, 0.51, -0.99, 0.50, 0.47, -0.98, 0.51, 0.50, -1.01]}

=====

No. 3
{"formula": "C4H2AgO2", "method": "ωB97M-V with the def2-TZVPD basis set", "relative_energy_ev": 3.463, "homo_ev": [-8.099, -8.498], "lumo_energy_ev": [-1.15, -1.38], "total_charge": 0, "spin_multiplicity": 2, "orbital_gap_ha": [0.2554, 0.2616], "s_squared": 0.77, "symbols": ["O", "H", "C", "C", "C", "C", "O", "Ag", "H"], "xyz": [[1.62657, 1.09983, -0.96872], [2.54902, 1.24244, -0.71995], [1.58276, -1.01417, -0.06245], [1.00459, -0.15413, 0.72022], [0.46967, 1.03156, 0.25433], [-0.93017, 1.11900, -0.02014], [-1.63488, 0.08684, -0.14306], [-0.80312, -1.99210, -0.19770], [-1.30963, 2.08154, -0.40700]], "lowdin_spin": [0.01, 0.00, 0.25, 0.10, 0.38, 0.12, 0.13, 0.01, 0.01]}

=====

No. 4
{"formula": "C4H2Br2N2O2S", "method": "ωB97M-V with the def2-TZVPD basis set", "relative_energy_ev": 1.576, "homo_ev": -9.145, "lumo_energy_ev": -0.81, "total_charge": 0, "orbital_gap_ha": 0.3064, "symbols": ["C", "C", "C", "C", "N", "N", "O", "O", "S", "Br", "Br", "H", "H"], "xyz": [[-0.71813, -0.80390, -0.01405], [0.66068, 0.77832, 0.03864], [0.18609, -1.76048, 0.17284], [1.88671, 0.23365, 0.02749], [-1.95563, -0.60619, -0.28346], [0.05648, 2.02375, 0.03170], [-1.17625, 2.00846, -0.24495], [0.71979, 2.92604, 0.46777], [1.89378, -1.48075, 0.26072], [-0.39819, -3.58664, 0.18509], [3.67983, 1.00277, 0.08928], [-2.56876, -0.66256, 0.44761], [-2.26640, -0.07248, -1.17868]], "nbo_charge": [0.27, -0.05, -0.36, -0.29, -0.78, 0.47, -0.43, -0.34, 0.47, 0.09, 0.11, 0.40, 0.43]}

=====

No. 5
{"formula": "C4H2BrO2", "method": "ωB97M-V with the def2-TZVPD basis set", "relative_energy_ev": 3.465, "homo_ev": -5.101, "lumo_energy_ev": 2.80, "total_charge": -1, "orbital_gap_ha": 0.2905, "symbols": ["C", "C", "C", "C", "O", "O", "Br", "H", "H"], "xyz": [[1.32947, -0.68577, -0.36003], [2.43118, -0.82483, -0.87391], [-1.13545, 1.23994, 0.07064], [-0.88250, -0.20627, 0.64654], [-2.31777, 1.38859, -0.25128], [-0.18238, 2.00073, 0.11044], [-2.08137, -1.55929, 0.24545], [3.37093, -1.09062, -1.26448], [-0.53212, -0.26247, 1.67664]], "nbo_charge": [-0.11, -0.53, 0.69, -0.15, -0.72, -0.69, 0.12, 0.20, 0.19]}

=====

No. 6
{"formula": "C4H2CeO2", "method": "ωB97M-V with the def2-TZVPD basis set", "relative_energy_ev": 4.134, "homo_ev": [-22.824, -22.930], "lumo_energy_ev": [-18.23, -17.24], "total_charge": 3, "spin_multiplicity": 2, "orbital_gap_ha": [0.1688, 0.2089], "s_squared": 0.77, "symbols": ["O", "C", "H", "C", "C", "H", "C", "O", "Ce"], "xyz": [[-1.36524, 1.34774, 0.20993], [-1.96675, 0.29931, 0.06270], [-2.70628, -0.00429, 0.82430], [-1.37865, -0.83822, -0.66287], [-0.28451, -1.35447, -0.90451], [-1.06708, -2.34891, -1.12859], [4.11036, 0.10683, 1.15365], [3.22328, 0.71179, 0.78269], [1.43487, 2.08021, -0.33729]], "lowdin_spin": [-0.03, 0.00, 0.00, 0.00, -0.01, 0.00, 0.00, 0.00, 1.05]}

=====

No. 7
{"formula": "C4H2Cl2NO2", "method": "ωB97M-V with the def2-TZVPD basis set", "relative_energy_ev": 0.000, "homo_ev": -5.547, "lumo_energy_ev": 2.95, "total_charge": -1, "orbital_gap_ha": 0.3122, "symbols": ["C", "C", "C", "C", "N", "O", "O", "Cl", "Cl", "H", "H"], "xyz": [[0.20704, 0.28779, 1.42342], [0.27295, -0.10176, 2.57286], [0.37636, 0.88053, 0.06890], [0.15894, -0.95724, -1.67784], [-0.37512, -0.10772, -0.79589], [-0.42370, -1.67885, -2.48879], [1.39162, 1.32086, -0.41379], [-1.13773, 2.35871, 0.12736], [-0.38216, -1.10995, 3.70141], [1.21143, -0.96171, -1.66185], [-1.29963, 0.06936, -0.85578]], "nbo_charge": [0.00, -0.18, 0.57, 0.53, -0.65, -0.67, -0.65, -0.51, 0.06, 0.11, 0.40]}

=====

No. 8
{"formula": "C4H2Cl3P", "method": "ωB97M-V with the def2-TZVPD basis set", "relative_energy_ev": 3.467, "homo_ev": [-9.217, -8.479], "lumo_energy_ev": [-1.18, -1.51], "total_charge": 0, "orbital_gap_ha": [0.2954, 0.2561], "symbols": ["C", "C", "C", "C", "P", "Cl", "Cl", "Cl", "H", "H"], "xyz": [[0.63092, 0.32669, -0.26790], [0.06421, -0.82437, -0.67751], [2.07259, 0.60170, -0.03082], [3.10879, -0.16060, -0.29426], [0.99673, -2.37416, -1.00136], [2.37764, 2.36102, 0.34460], [4.75176, -0.16349, -0.04809], [0.77972, -3.45248, 0.67596], [-0.07160, 1.30368, -0.23073], [-0.90776, -0.81527, -1.03648]], "nbo_charge": [-0.16, -0.56, -0.19, 0.00, 0.63, -0.05, 0.13, -0.27, 0.24, 0.23]}

=====

No. 9
{"formula": "C4H2ClNOS", "method": "ωB97M-V with the def2-TZVPD basis set", "relative_energy_ev": 2.579, "homo_ev": -9.394, "lumo_energy_ev": -0.73, "total_charge": 0, "orbital_gap_ha": 0.3185, "symbols": ["C", "C", "C", "C", "H", "H", "N", "O", "S", "Cl"], "xyz": [[1.44337, 1.17069, -0.39744], [0.96597, -0.01810, 0.07240], [-1.08864, -1.13181, 0.55381], [1.86444, -1.10871, 0.16348], [2.46614, 1.21446, -0.64615], [-0.50722, -2.09572, 0.65077], [2.70163, -1.97801, 0.21445], [-0.40635, 0.03156, 0.37005], [-2.75704, -1.15490, 0.58821], [0.43425, 2.32240, -0.95476]], "nbo_charge": [-0.20, 0.12, 0.03, 0.20, 0.23, 0.20, -0.24, -0.46, -0.01, 0.13]}

=====

No. 10
{"formula": "C4H2EuO2", "method": "ωB97M-V with the def2-TZVPD basis set", "relative_energy_ev": 3.958, "homo_ev": [-6.603, -6.620], "lumo_energy_ev": [-0.96, -0.96], "total_charge": 0, "spin_multiplicity": 8, "orbital_gap_ha": [0.2075, 0.2081], "s_squared": 15.76, "symbols": ["H", "C", "C", "O", "O", "Eu", "C", "C", "H"], "xyz": [[0.92097, -2.07758, -0.67290], [0.71679, -1.17108, -0.09546], [-0.48116, -0.81997, 0.38618], [1.87411, -0.48818, 0.05233], [1.77282, 0.78144, 0.65550], [0.28029, 2.19810, 0.33929], [-1.50899, 0.88388, -0.27927], [-1.43785, -0.00387, 0.77266], [-2.13698, 0.69726, -1.15833]], "lowdin_spin": [0.00, 0.00, 0.00, 0.00, -0.03, 7.04, -0.01, 0.00, 0.00]}

=====

No. 11
{"formula": "C4H2F2O", "method": "ωB97M-V with the def2-TZVPD basis set", "relative_energy_ev": 5.082, "homo_ev": -10.520, "lumo_energy_ev": -1.63, "total_charge": 0, "orbital_gap_ha": 0.3266, "symbols": ["C", "C", "C", "C", "O", "F", "F", "H", "H"], "xyz": [[1.45795, 2.52922, -1.64802], [0.50978, 1.98783, -1.06620], [-0.64764, 0.04847, 0.35854], [-0.60172, 1.41199, -0.64925], [0.46124, -0.48482, -0.05712], [-1.82065, 1.68551, -0.94135], [-0.77727, 0.03613, 1.77821], [-1.62314, -0.26372, -0.00442], [0.79031, -1.17471, 0.43197]], "nbo_charge": [0.19, -0.58, 0.45, 0.59, -0.67, -0.26, -0.35, 0.13, 0.50]}

=====

No. 12
{"formula": "C4H2F2O", "method": "ωB97M-V with the def2-TZVPD basis set", "relative_energy_ev": 4.396, "homo_ev": -9.791, "lumo_energy_ev": -1.70, "total_charge": 0, "orbital_gap_ha": 0.2974, "symbols": ["C", "C", "C", "C", "O", "F", "F", "H", "H"], "xyz": [[-1.95925, -0.80420, 0.08626], [-0.83994, -0.20078, -0.48138], [-0.85619, -1.74348, -0.37664], [0.01814, 0.74798, -0.52020], [0.69057, 1.67202, -0.39936], [0.13600, -2.27161, 0.48599], [2.13411, 2.57298, 1.55498], [-1.01631, -2.45137, -1.10371], [1.69287, 2.47845, 0.75406]], "nbo_charge": [0.13, -0.55, 0.17, 0.86, -0.44, -0.34, -0.57, 0.19, 0.56]}